A | The following is a DFT calculation (ωB97M-V/def2-TZVPD) of one molecule with the formula C3H5NO.

```
10
Properties=species:S:1:pos:R:3
C -1.981 -0.080 0.260
C -0.892 0.624 -0.008
C 1.909 -0.550 -0.102
N 0.453 0.163 -0.319
O 1.741 0.826 -0.081
H -2.882 0.368 0.185
H -1.925 -1.081 0.453
H 2.045 -0.920 0.911
H 2.297 -0.946 -0.992
H -0.765 1.596 -0.307
```

Computed properties:
* HOMO energy: -8.1 eV
* SMILES: C=CN1CO1
* LUMO level: 0.90 eV
* Kohn-Sham gap: 8.990 eV

=====

B | The following is a DFT calculation (ωB97M-V/def2-TZVPD) of one molecule with the formula C3H5NO.

```
10
Properties=species:S:1:pos:R:3
C 1.755 0.350 -0.477
C 1.294 -0.974 -0.102
C -1.237 -0.058 0.383
N 1.886 0.050 0.744
O -0.396 -1.077 -0.003
H 2.014 1.030 -1.251
H 1.535 -1.919 -0.275
H -1.009 0.218 1.360
H -2.342 -0.362 0.263
H -0.995 0.727 -0.370
```

Computed properties:
* HOMO energy: -9.1 eV
* SMILES: CO[C@H]1C=N1
* LUMO level: 0.70 eV
* Kohn-Sham gap: 9.823 eV

=====

Least stable structure: A

=====

A | The following is a DFT calculation (ωB97M-V/def2-TZVPD) of a 2-piece molecular cluster, C3H5NO overall.

```
10
Properties=species:S:1:pos:R:3
C 0.810 0.403 0.040
C -0.593 0.659 0.615
C -0.014 -0.625 0.666
N -0.798 -1.733 -1.581
O -0.355 -0.917 -2.352
H 0.861 0.470 -1.145
H 1.742 0.719 0.450
H -0.428 1.163 1.614
H -1.452 0.997 0.024
H 0.227 -1.136 1.668
```

Computed properties:
* HOMO energy (spin up / spin down): -8.4 / -9.0 eV
* LUMO level (spin up / spin down): -0.18 / -0.63 eV
* Kohn-Sham gap (spin up / spin down): 8.187 / 8.357 eV

=====

B | The following is a DFT calculation (ωB97M-V/def2-TZVPD) of one molecule with the formula C3H5NO.

```
10
Properties=species:S:1:pos:R:3
C -0.325 0.444 -0.115
C 0.187 -0.702 -0.829
C 1.091 -0.427 0.227
O -0.214 1.757 -0.469
N -1.477 -0.095 0.307
H -0.841 2.253 0.075
H -1.314 -0.832 0.985
H -0.278 -1.577 -1.256
H 1.288 -1.108 1.056
H 1.882 0.286 0.017
```

Computed properties:
* HOMO energy: -8.9 eV
* LUMO level: 0.21 eV
* Kohn-Sham gap: 9.158 eV

=====

C | The following is a DFT calculation (ωB97M-V/def2-TZVPD) of a 4-piece molecular cluster, C3H5NO overall.

```
10
Properties=species:S:1:pos:R:3
N -0.287 -1.100 -0.598
C -0.785 -1.388 0.496
C 0.455 1.091 -1.039
C 0.847 1.489 0.054
O -1.556 -2.021 1.140
H -0.354 -1.662 -1.427
H -0.196 -0.098 1.646
H 0.388 0.924 -2.084
H -0.046 0.664 1.224
H 1.533 2.101 0.588
```

Computed properties:
* HOMO energy: -9.2 eV
* LUMO level: 0.22 eV
* Kohn-Sham gap: 9.444 eV

=====

D | The following is a DFT calculation (ωB97M-V/def2-TZVPD) of one molecule with the formula C3H5NO.

```
10
Properties=species:S:1:pos:R:3
O 2.340 -1.225 0.152
C 1.487 -0.545 -0.346
N -0.039 0.602 0.634
C -1.203 1.063 0.511
C 0.008 -0.677 -0.092
H 1.688 0.378 -0.940
H -2.085 0.420 0.545
H -1.314 2.086 0.194
H -0.506 -0.530 -1.057
H -0.377 -1.573 0.399
```

Computed properties:
* HOMO energy: -9.7 eV
* SMILES: C=NCC=O
* LUMO level: 0.20 eV
* Kohn-Sham gap: 9.852 eV

=====

Least stable structure: A

=====

A | The following is a DFT calculation (ωB97M-V/def2-TZVPD) of one molecule with the formula C3H5NO.

```
10
Properties=species:S:1:pos:R:3
O 0.047 -0.710 2.036
C -0.600 -0.437 1.061
C -0.001 -1.011 -0.553
N 0.579 0.280 -0.574
C -0.342 1.134 0.067
H 0.765 -1.812 -0.603
H -0.838 -1.124 -1.246
H 1.459 0.282 -0.072
H 0.157 2.063 0.386
H -1.253 1.327 -0.504
```

Computed properties:
* HOMO energy: -8.8 eV
* SMILES: O=C1CNC1
* LUMO level: 0.57 eV
* Kohn-Sham gap: 9.400 eV

=====

B | The following is a DFT calculation (ωB97M-V/def2-TZVPD) of one molecule with the formula C3H5NO.

```
10
Properties=species:S:1:pos:R:3
O 2.132 -0.567 0.246
C 0.990 -0.258 0.058
C 0.162 1.014 0.254
N -1.015 0.294 -0.288
C -0.262 -0.971 -0.458
H 0.091 1.350 1.297
H 0.480 1.858 -0.369
H -1.758 0.207 0.396
H -0.585 -1.819 0.160
H -0.198 -1.302 -1.502
```

Computed properties:
* HOMO energy: -9.7 eV
* SMILES: O=C1CNC1
* LUMO level: 0.93 eV
* Kohn-Sham gap: 10.586 eV

=====

Least stable structure: A

=====

A | The following is a DFT calculation (ωB97M-V/def2-TZVPD) of a 2-piece molecular cluster, C3H5Cl2N2 overall.

```
12
Properties=species:S:1:pos:R:3
C -2.293 0.148 0.017
C -3.076 -0.763 0.044
C -1.671 1.471 0.055
N -0.429 1.727 0.177
N 0.156 -0.840 -0.131
Cl -3.758 -2.161 -0.028
Cl -2.891 2.724 -0.123
H 0.323 0.240 -0.139
H -0.131 2.757 0.190
H 1.117 -1.338 0.058
H -0.331 -1.141 -1.042
H -0.288 -1.090 0.804
```

Computed properties:
* HOMO energy: -14.3 eV
* charge: +1
* LUMO level: -4.04 eV
* Kohn-Sham gap: 10.234 eV

=====

B | The following is a DFT calculation (ωB97M-V/def2-TZVPD) of an isolated ion of composition C3H5Cl2N2 and charge +1.

```
12
Properties=species:S:1:pos:R:3
C 1.501 0.188 0.326
C -0.533 0.053 -0.969
C -1.475 -0.005 0.241
N 0.767 0.092 -0.993
N 1.174 -0.401 1.367
Cl -1.923 -1.779 0.085
Cl -2.815 1.106 0.017
H 2.466 0.809 0.171
H -1.222 -0.023 -1.845
H -1.130 0.031 1.337
H 1.332 0.411 -1.865
H 1.858 -0.481 2.128
```

Computed properties:
* HOMO energy: -15.3 eV
* charge: +1
* SMILES: [H]/N=C/[NH+]=C\C(Cl)Cl
* LUMO level: -5.79 eV
* Kohn-Sham gap: 9.517 eV

=====

Least stable structure: A

=====

A | The following is a DFT calculation (ωB97M-V/def2-TZVPD) of a 3-piece molecular cluster, C4H12O3 overall.

```
19
Properties=species:S:1:pos:R:3
C -0.580 -0.035 2.334
C 1.279 -1.526 -0.789
O 2.072 -0.226 -0.886
C 0.005 -1.306 0.141
C 0.398 -0.573 1.241
H -1.545 0.097 1.825
H -0.296 1.001 2.711
H -0.590 -0.728 3.211
H 1.990 -2.383 -0.479
H 0.780 -1.666 -1.809
H 2.892 -0.341 -1.355
H -0.788 -2.134 0.177
H 1.447 -0.238 1.217
H -2.462 0.523 -0.852
H -3.496 0.012 0.110
O -3.225 0.853 -0.283
H -0.110 2.838 -1.597
H 0.141 1.281 -1.194
O 0.581 2.170 -1.272
```

Computed properties:
* HOMO energy: -9.4 eV
* SMILES: C/C=C/CO.O.O
* LUMO level: 0.53 eV
* Kohn-Sham gap: 9.966 eV

=====

B | The following is a DFT calculation (ωB97M-V/def2-TZVPD) of a 3-piece molecular cluster, C4H12O3 overall.

```
19
Properties=species:S:1:pos:R:3
C 1.053 -2.351 -0.079
C -0.229 -1.304 0.036
C -1.057 -0.889 -0.964
O -0.686 0.002 -1.865
C -2.609 -1.341 -0.974
H 0.579 -3.217 -0.777
H 1.265 -2.770 0.868
H 1.931 -1.841 -0.402
H -0.673 -1.192 1.061
H -0.896 -0.278 -2.742
H -3.163 -0.383 -0.947
H -2.687 -1.874 0.032
H -2.970 -2.205 -1.732
H -0.717 0.291 4.081
H -1.393 0.293 2.719
O -1.099 0.859 3.404
H 4.688 4.649 0.118
H 3.187 4.251 0.219
O 4.023 4.088 -0.365
```

Computed properties:
* HOMO energy: -7.6 eV
* SMILES: C/C=C(/C)O.O.O
* LUMO level: 0.57 eV
* Kohn-Sham gap: 8.205 eV

=====

Least stable structure: B

=====

A | The following is a DFT calculation (ωB97M-V/def2-TZVPD) of a 4-piece molecular cluster, C4H12O3 overall.

```
19
Properties=species:S:1:pos:R:3
C -1.791 -0.628 1.096
C -1.113 0.662 -2.310
O 0.496 0.983 1.643
C -0.968 0.033 -1.125
C -2.020 -0.136 -0.237
H -2.452 -1.467 1.360
H -1.969 0.150 1.842
H -0.750 -0.905 1.204
H -0.256 0.807 -2.956
H -2.091 1.051 -2.577
H 0.475 1.739 1.068
H 0.025 -0.330 -0.832
H -3.002 0.210 -0.520
H 2.759 -1.529 -1.261
H 2.525 -0.529 0.013
O 2.171 -0.836 -0.947
H 3.699 0.226 1.591
H 1.459 0.584 1.605
O 2.802 -0.086 1.345
```

Computed properties:
* HOMO energy: -7.6 eV
* LUMO level: -3.47 eV
* Kohn-Sham gap: 4.118 eV

=====

B | The following is a DFT calculation (ωB97M-V/def2-TZVPD) of a 3-piece molecular cluster, C4H12O3 overall.

```
19
Properties=species:S:1:pos:R:3
C -0.228 -1.895 -1.277
C -0.115 -1.351 0.102
C 0.861 -0.663 0.722
O 2.105 -0.834 0.137
C 0.730 0.299 1.830
H -1.076 -2.531 -1.554
H 0.490 -2.758 -1.309
H -0.117 -1.151 -2.045
H -0.944 -1.538 0.790
H 2.755 -0.209 0.463
H 0.053 -0.034 2.634
H 0.337 1.264 1.481
H 1.596 0.488 2.461
H -1.662 2.059 0.685
H -0.896 3.291 0.141
O -0.902 2.636 0.853
H -0.765 1.591 -1.595
H -0.942 0.228 -2.295
O -1.281 1.106 -2.224
```

Computed properties:
* HOMO energy: -8.2 eV
* SMILES: C/C=C(/C)O.O.O
* LUMO level: 0.55 eV
* Kohn-Sham gap: 8.714 eV

=====

C | The following is a DFT calculation (ωB97M-V/def2-TZVPD) of a 2-piece molecular cluster, C4H12O3 overall.

```
19
Properties=species:S:1:pos:R:3
O 0.966 0.912 0.421
O 2.855 2.031 -0.131
C 0.000 0.000 0.000
C 1.654 1.373 -0.651
C 5.119 1.737 0.700
C 3.858 1.056 0.245
H -0.801 0.021 0.758
H 0.383 -1.031 -0.078
H -0.429 0.291 -0.974
H 1.084 2.117 -1.240
H 2.029 0.604 -1.353
H 5.830 1.109 1.263
H 4.822 2.588 1.335
H 5.630 2.128 -0.196
H 3.398 0.457 1.054
H 4.124 0.362 -0.576
O 8.191 1.881 -1.296
H 7.848 1.069 -0.857
H 8.992 1.580 -1.782
```

Computed properties:
* HOMO energy: -10.0 eV
* SMILES: CCOCOC.O
* LUMO level: 0.81 eV
* Kohn-Sham gap: 10.859 eV

=====

D | The following is a DFT calculation (ωB97M-V/def2-TZVPD) of a 3-piece molecular cluster, C4H12O3 overall.

```
19
Properties=species:S:1:pos:R:3
C 1.731 0.468 1.406
C 0.581 -0.375 0.881
C -0.672 0.048 0.740
O -1.074 1.305 1.206
C -1.810 -0.884 0.409
H 1.523 0.690 2.456
H 2.747 0.132 1.195
H 1.654 1.475 0.965
H 0.758 -1.441 0.976
H -1.652 1.692 0.540
H -2.135 -0.671 -0.621
H -1.444 -1.920 0.433
H -2.586 -0.719 1.171
H 0.172 1.467 -2.437
H -0.186 0.887 -1.109
O -0.346 0.758 -2.063
H 0.731 -0.768 -1.682
H 1.802 -1.430 -2.543
O 1.445 -1.426 -1.660
```

Computed properties:
* HOMO energy: -9.0 eV
* SMILES: C/C=C(/C)O.O.O
* LUMO level: 0.50 eV
* Kohn-Sham gap: 9.464 eV

=====

Least stable structure: A

=====

A | The following is a DFT calculation (ωB97M-V/def2-TZVPD) of a 3-piece molecular cluster, C4H12O3 overall.

```
19
Properties=species:S:1:pos:R:3
O 2.511 -2.030 -1.331
C 1.906 -0.993 -1.114
C 1.012 -0.842 0.057
C 0.309 0.463 0.521
C -1.220 0.491 0.453
H 1.937 -0.100 -1.765
H 0.289 -1.528 -0.336
H 1.513 -1.331 0.878
H 0.644 0.684 1.495
H 0.757 1.254 -0.030
H -1.751 1.409 0.778
H -1.595 -0.299 1.090
H -1.623 0.317 -0.573
H -0.091 -0.492 2.654
H -0.127 -1.540 3.723
O 0.532 -0.938 3.288
H -2.052 2.302 -2.842
H -1.336 1.736 -3.924
O -1.615 1.437 -3.022
```

Computed properties:
* HOMO energy: -9.7 eV
* SMILES: CCCC=O.O.O
* LUMO level: 0.48 eV
* Kohn-Sham gap: 10.134 eV

=====

B | The following is a DFT calculation (ωB97M-V/def2-TZVPD) of a 2-piece molecular cluster, C4H12O3 overall.

```
19
Properties=species:S:1:pos:R:3
C 0.732 0.613 1.546
O -0.075 1.770 1.469
C -0.017 -0.577 0.972
C 0.385 -0.888 -0.494
C 0.053 -2.328 -0.919
O -0.175 0.012 -1.444
H 1.628 0.739 0.927
H 1.107 0.324 2.523
H -0.181 2.159 2.342
H 0.397 -1.507 1.371
H -1.098 -0.475 1.058
H 1.484 -0.715 -0.492
H 0.350 -2.489 -1.953
H 0.653 -2.995 -0.283
H -1.018 -2.680 -0.764
H -0.869 0.631 -1.220
H -0.892 3.321 -1.055
H -0.967 2.149 -1.881
O -1.498 2.936 -1.705
```

Computed properties:
* HOMO energy: -10.4 eV
* SMILES: C[C@@H](O)CCO.O
* LUMO level: 0.67 eV
* Kohn-Sham gap: 11.079 eV

=====

Least stable structure: A

=====

A | The following is a DFT calculation (ωB97M-V/def2-TZVPD) of a 3-piece molecular cluster, C4H12O3 overall.

```
19
Properties=species:S:1:pos:R:3
C -2.803 0.301 0.013
C -1.555 -0.020 0.926
C -0.495 -0.697 0.529
O -0.340 -1.288 -0.741
C 0.684 -1.077 1.416
H -3.112 1.254 0.066
H -2.624 0.143 -1.078
H -3.661 -0.305 0.343
H -1.617 0.266 1.955
H 0.503 -1.850 -0.845
H 1.572 -0.561 1.001
H 0.543 -0.675 2.459
H 0.877 -2.205 1.195
H 0.413 0.656 -1.282
H 0.673 2.185 -1.048
O 0.949 1.460 -1.613
H 2.602 1.048 -1.095
H 3.993 0.831 -1.461
O 3.397 0.532 -0.740
```

Computed properties:
* HOMO energy: -9.1 eV
* SMILES: C/C=C(/C)O.O.O
* LUMO level: 0.64 eV
* Kohn-Sham gap: 9.707 eV

=====

B | The following is a DFT calculation (ωB97M-V/def2-TZVPD) of a 3-piece molecular cluster, C4H12O3 overall.

```
19
Properties=species:S:1:pos:R:3
C 1.691 -1.847 0.603
C 0.142 -1.634 0.818
C -0.745 -0.808 0.250
O -0.280 0.040 -0.727
C -2.173 -0.565 0.569
H 1.710 -2.164 -0.435
H 1.915 -2.599 1.283
H 2.307 -0.917 0.883
H -0.252 -2.238 1.555
H -0.822 0.667 -1.099
H -2.829 -1.214 0.022
H -2.558 0.475 0.237
H -2.524 -0.939 1.544
H 1.066 0.701 -0.017
H 1.153 1.127 1.448
O 1.397 1.406 0.602
H 0.585 2.148 -1.287
H -0.881 2.711 -1.370
O -0.162 2.475 -1.901
```

Computed properties:
* HOMO energy: -8.9 eV
* SMILES: C/C=C(/C)O.O.O
* LUMO level: 0.59 eV
* Kohn-Sham gap: 9.492 eV

=====

Least stable structure: B